The following is a DFT calculation (ωB97M-V/def2-TZVPD) of a molecular structure, C32H43MgN3O at a distorted geometry.

Structure (XYZ):
```
80
C32H43MgN3O | the Open Molecules 2025 dataset | ωB97M-V/def2-TZVPD
Mg 0.24443 -0.49328 1.09710
N -1.35813 -3.49026 2.88681
N 2.35628 -1.80255 0.00493
C 0.66241 2.38295 0.84350
C 2.01772 1.94448 0.96208
C 2.13637 1.20844 2.17440
C 3.37270 0.62446 2.75062
H 4.23775 0.79318 2.09913
H 3.27008 -0.45860 2.90781
H 3.60028 1.07484 3.72928
C 0.87654 1.25194 2.84655
C 0.56777 0.72096 4.19405
H 0.50641 1.53243 4.93944
H 1.33450 0.00977 4.52700
H -0.40270 0.20177 4.19630
C -0.01465 2.04690 2.05077
C -1.29198 2.62188 2.53344
H -1.84689 1.92287 3.17506
H -1.94379 2.92324 1.69915
H -1.10756 3.52901 3.13809
C 3.16279 2.39118 0.12812
H 3.81812 3.06269 0.70478
H 2.82293 2.95511 -0.74764
H 3.78413 1.55691 -0.21907
C 0.07701 3.16221 -0.27526
H -0.96688 2.86418 -0.45055
H 0.64039 2.98842 -1.20224
H 0.08080 4.24388 -0.07023
C -2.26031 -4.36364 2.50329
H -3.12203 -4.50888 3.17235
C -2.19044 -5.08463 1.29157
H -3.00704 -5.74459 1.03554
C -1.05177 -4.92613 0.49174
H -0.95243 -5.47371 -0.45758
C -0.04964 -4.07608 0.92419
H 0.86951 -3.87883 0.37190
C -0.23190 -3.27988 2.11779
C 0.50232 -2.12592 2.37160
H 1.20248 -2.17905 3.21389
C 1.40942 -1.13051 -0.63510
C 3.45174 -1.97038 -0.82008
H 4.30826 -2.54122 -0.51566
C 3.19616 -1.33764 -2.00879
H 3.79657 -1.22438 -2.89226
N 1.89203 -0.84639 -1.91112
C 1.15708 -0.12502 -2.88531
C 1.70815 1.00941 -3.50204
C 0.84006 1.85633 -4.20360
H 1.24865 2.76282 -4.65393
C -0.51596 1.55645 -4.36138
C -1.42136 2.43804 -5.15820
H -2.31351 2.73124 -4.59325
H -1.77447 1.92905 -6.06299
H -0.90655 3.34966 -5.47176
C -1.01368 0.37213 -3.80486
H -2.06330 0.10424 -3.95517
C -0.18246 -0.49801 -3.09615
C -0.67208 -1.83486 -2.63377
H -0.18257 -2.67472 -3.15708
H -1.75142 -1.92042 -2.82392
H -0.50076 -1.99551 -1.55903
C 3.16615 1.35466 -3.43835
H 3.68314 1.06740 -4.37114
H 3.69726 0.87452 -2.60967
H 3.28201 2.44119 -3.33030
C -2.69595 -0.76536 3.33513
C -3.03318 -0.75174 1.87593
O -1.95565 -0.16422 1.09959
C -2.39668 -0.05425 -0.27040
C -3.40687 1.05771 -0.47367
H -1.83838 -1.41529 3.52193
H -3.55662 -1.16933 3.87574
H -2.53500 0.25016 3.70138
H -3.21864 -1.76456 1.48743
H -3.92745 -0.13836 1.70491
H -1.49455 0.09779 -0.88616
H -2.82374 -1.02983 -0.54966
H -4.38396 0.75688 -0.09143
H -3.08926 1.98751 0.01005
H -3.52825 1.22713 -1.54552
```

Summary:
net charge = -2
molar mass = 510.02 u
E_tot = -45840.31776 eV
E_LUMO (alpha / beta) = 4.214 / 4.298 eV
HOMO (alpha / beta) = 2.06 / 2.66 eV
relative energy (zero: lowest compared OMol25 entry of this formula, charge and spin) = 43.0 kJ/mol